Record 1
The following is a quantum chemistry calculation of the ion C21H39N2O3 with charge +1, from OMol25.

Results
Energy above the lowest of the compared OMol25 structures with the same formula, charge and spin (kJ/mol): 20.4
Charge: +1
E (eV): -31528.7396
SMILES: CCCCCCCC(=O)O[C@@H](CN1CCCC1=O)C[NH+]1CCCCCC1
HOMO level (eV): -12.9

Element x y z (Å)
C: 6.0423 0.8865 -1.8781
C: 6.9502 0.6950 -0.6672
C: 6.2168 0.8051 0.6775
C: 5.8677 -0.5408 1.3179
C: 4.9033 -1.4194 0.5208
C: 3.5039 -0.8184 0.4183
C: 2.5533 -1.7644 -0.3360
C: 1.2097 -1.1228 -0.4425
O: 0.8745 -0.2698 -1.2226
O: 0.3558 -1.5814 0.5077
C: -0.9503 -1.0243 0.4836
C: -1.9094 -2.0009 1.1971
N: -2.9575 -2.4823 0.3340
C: -3.0147 -3.8452 -0.1629
C: -4.4420 -3.9643 -0.7092
C: -4.8395 -2.5187 -1.0165
C: -3.9294 -1.7001 -0.1435
O: -4.0253 -0.4936 0.0858
C: -0.9368 0.3794 1.1212
N: -2.0643 1.1984 0.6302
C: -2.5515 2.1445 1.6591
C: -3.8105 2.8962 1.2378
C: -3.5503 4.0065 0.2193
C: -3.5756 3.5450 -1.2404
C: -2.9597 2.1652 -1.4922
C: -1.7196 1.8624 -0.6566
H: 6.6239 0.8213 -2.7948
H: 5.2606 0.1328 -1.9203
H: 5.5710 1.8670 -1.8467
H: 7.4475 -0.2746 -0.7319
H: 7.7292 1.4582 -0.7100
H: 5.3148 1.4065 0.5526
H: 6.8558 1.3358 1.3861
H: 5.4392 -0.3554 2.3064
H: 6.7936 -1.1005 1.4652
H: 5.3037 -1.5908 -0.4782
H: 4.8326 -2.3904 1.0168
H: 3.5436 0.1340 -0.1111
H: 3.1127 -0.6378 1.4226
H: 2.4672 -2.7105 0.1968
H: 2.9422 -1.9346 -1.3404
H: -1.2460 -0.9275 -0.5722
H: -2.3670 -1.5127 2.0637
H: -1.3283 -2.8540 1.5489
H: -2.8133 -4.5528 0.6427
H: -2.2630 -3.9860 -0.9478
H: -4.4902 -4.6054 -1.5852
H: -5.1002 -4.3780 0.0540
H: -5.8851 -2.2981 -0.8104
H: -4.6451 -2.2502 -2.0577
H: -0.9879 0.2801 2.2075
H: 0.0035 0.8782 0.8725
H: -2.8825 0.5301 0.4317
H: -2.7744 1.5639 2.5571
H: -1.7506 2.8514 1.8928
H: -4.5522 2.1932 0.8584
H: -4.2205 3.3448 2.1436
H: -2.5937 4.4801 0.4489
H: -4.3115 4.7777 0.3360
H: -4.6070 3.5176 -1.5919
H: -3.0525 4.2910 -1.8397
H: -2.6898 2.1037 -2.5466
H: -3.7024 1.3868 -1.3110
H: -1.1605 2.7741 -0.4403
H: -1.0586 1.1930 -1.2103

=====

Record 2
The following is a quantum chemistry calculation of an isolated molecule of C21H39N3O, from OMol25.

Results
Energy above the lowest of the compared OMol25 structures with the same formula, charge and spin (kJ/mol): 0.0
E (eV): -28928.0558
SMILES: CC[C@H](C)[C@@H](CNC)NC[C@@H](Cc1ccc(O)cc1)NCC(C)(C)C
HOMO level (eV): -8.0

Element x y z (Å)
C: -1.1857 4.4993 1.5452
C: -1.3264 4.3257 0.0377
C: -0.6678 3.0391 -0.4847
C: -0.3567 3.2023 -1.9737
C: -1.5319 1.8042 -0.1507
C: -2.5323 1.4164 -1.2552
N: -3.3734 0.3343 -0.7708
C: -4.2805 -0.1771 -1.7764
N: -0.7295 0.6695 0.2925
C: 0.2794 0.1642 -0.6213
C: 1.0346 -1.0223 -0.0026
C: 1.5789 -0.6565 1.3999
C: 2.4564 0.5559 1.3564
C: 3.7406 0.4849 0.8330
C: 4.5431 1.6088 0.7581
C: 4.0694 2.8330 1.2112
O: 4.8240 3.9688 1.1575
C: 2.7868 2.9149 1.7418
C: 1.9948 1.7862 1.8109
N: 0.1732 -2.1852 -0.0107
C: 0.8075 -3.4573 0.2629
C: -0.1090 -4.6377 -0.1106
C: 0.6550 -5.9418 0.1312
C: -0.4976 -4.5286 -1.5850
C: -1.3723 -4.6288 0.7541
H: -1.6791 5.4131 1.8696
H: -1.6273 3.6639 2.0830
H: -0.1351 4.5599 1.8183
H: -2.3837 4.3324 -0.2387
H: -0.8567 5.1816 -0.4518
H: 0.2780 2.9101 0.0501
H: -1.2490 3.4813 -2.5293
H: 0.3822 3.9905 -2.1047
H: 0.0463 2.2898 -2.4023
H: -2.1353 2.0582 0.7326
H: -2.0031 1.0448 -2.1351
H: -3.1182 2.3010 -1.5585
H: -3.9056 0.6591 0.0332
H: -3.6935 -0.6124 -2.5860
H: -4.9406 0.5927 -2.2055
H: -4.8964 -0.9591 -1.3351
H: -1.3888 -0.0818 0.4806
H: 1.0004 0.9607 -0.8129
H: -0.1369 -0.1772 -1.5822
H: 1.8824 -1.2498 -0.6613
H: 0.7286 -0.4707 2.0566
H: 2.1452 -1.5093 1.7825
H: 4.1242 -0.4622 0.4809
H: 5.5431 1.5373 0.3489
H: 5.6867 3.7652 0.7775
H: 2.4347 3.8714 2.0954
H: 0.9968 1.8553 2.2157
H: -0.5997 -2.0415 0.6298
H: 1.1144 -3.5711 1.3175
H: 1.7118 -3.5088 -0.3518
H: 0.9223 -6.0424 1.1813
H: 1.5691 -5.9670 -0.4580
H: 0.0437 -6.7964 -0.1495
H: -0.9541 -3.5608 -1.7718
H: -1.2015 -5.3129 -1.8537
H: 0.3817 -4.6212 -2.2180
H: -1.9569 -5.5280 0.5715
H: -1.9945 -3.7693 0.5187
H: -1.1158 -4.5988 1.8116

=====

Record 3
The following is a quantum chemistry calculation of a structure of composition C21H40BaFO17V2, from OMol25.

Results
Energy above the lowest of the compared OMol25 structures with the same formula, charge and spin (kJ/mol): 519.5
Charge: +3
Spin multiplicity: 9
E (eV): -111984.7938
HOMO level (alpha / beta) (eV): -14.5 / -15.8

Element x y z (Å)
Ba: -4.0111 1.2612 3.7877
V: 1.1717 -1.2058 -3.2249
V: -0.6390 3.8979 2.1227
F: 1.7161 -3.2609 -3.1153
C: 1.1577 0.6118 0.6228
C: 1.2003 -0.3960 -0.4173
C: -0.1341 -1.2204 -0.5884
O: -0.2495 -1.7127 -1.6997
C: -1.1500 -1.1926 0.4434
C: -1.0941 -0.2131 1.3946
C: 0.0645 0.7451 1.3895
O: 0.2559 1.7569 2.2011
O: -1.9864 -0.2168 2.3557
O: 2.0126 -0.5156 -1.3896
H: 2.0312 1.2436 0.6890
H: -1.9251 -1.9445 0.4576
C: -0.2927 2.3140 -2.0131
C: 0.4968 2.2166 -3.1404
C: 1.2863 3.4522 -3.5827
O: 2.0157 3.5172 -4.6795
C: 1.2874 4.6198 -2.8859
C: 0.5375 4.8159 -1.6753
C: -0.2483 3.4914 -1.1304
O: -0.6686 3.4916 0.0208
O: 0.6157 5.8929 -1.0477
O: 0.7414 0.9995 -3.5894
H: -0.8213 1.4279 -1.6939
H: 1.8620 5.4613 -3.2438
C: -4.7786 -2.8761 1.3798
O: -4.9886 -3.4299 0.0402
H: -3.8242 -3.2432 1.7571
H: -4.7673 -1.7904 1.4763
H: -5.6787 -3.1076 1.9493
H: -4.8059 -4.3723 0.0484
C: 3.0245 2.8554 4.1981
O: 3.3295 2.0223 3.0673
H: 3.7240 2.7854 5.0311
H: 2.8750 3.9287 4.0810
H: 2.0956 2.4254 4.5728
H: 2.5017 1.7336 2.6763
C: -4.3509 1.0904 -0.0139
O: -4.8833 1.9133 1.0517
H: -3.2641 1.0921 -0.0980
H: -4.6137 0.0486 0.1698
H: -4.7177 1.4128 -0.9884
H: -4.6986 2.8332 0.8482
C: 4.2654 0.1585 -3.3183
O: 3.4451 -0.9368 -3.6498
H: 4.9420 0.4857 -4.1078
H: 3.5956 0.9832 -3.0749
H: 4.9422 0.0951 -2.4662
H: 4.0289 -1.6704 -3.4431
C: -0.2524 -5.1350 -1.0077
O: 0.9643 -5.4793 -1.5844
H: -0.4124 -4.1016 -0.7004
H: -1.0679 -5.3481 -1.6988
H: -0.4667 -5.6800 -0.0883
H: 1.1355 -4.8105 -2.2516
C: 2.8587 -2.4975 2.1260
O: 3.3530 -3.7901 2.4956
H: 2.7027 -2.5254 1.0475
H: 1.8512 -2.3305 2.5070
H: 3.5369 -1.6612 2.2949
H: 3.6172 -3.7062 3.4147
C: 3.5199 3.2062 -0.3542
O: 4.0102 4.5276 -0.4739
H: 4.1066 2.6262 0.3582
H: 2.5266 3.3318 0.0767
H: 3.4819 2.7439 -1.3406
H: 4.9129 4.4544 -0.7923
C: -2.1014 -0.6335 -3.9789
O: -1.0207 -1.4990 -4.2967
H: -3.0890 -1.0914 -4.0332
H: -2.0263 -0.0278 -3.0758
H: -2.2562 0.1098 -4.7610
H: -1.4421 -2.2562 -4.7097
C: -3.7167 -2.1543 5.8288
O: -3.3732 -1.3450 4.6471
H: -3.1137 -3.0584 5.9129
H: -3.5731 -1.5827 6.7457
H: -4.7694 -2.4366 5.8463
H: -2.5268 -1.6250 4.2910